Formula: C4H17NO5
Source: the Open Molecules 2025 dataset
Level of theory: ωB97M-V with the def2-TZVPD basis set

The relative energy (zero: lowest compared OMol25 entry of this formula, charge and spin) is 308.6 kJ/mol. The value obtained for the max |F| is 4.523 eV/A. As for the frontier orbital gap: 9.7 eV. As for the HOMO energy: -9.53 eV. The value obtained for the total energy is -16149.097 eV. As for the structure (SMILES): C=NC(=C)C.O.O.O.O.O.

Last column: Löwdin charge in e.
Element x y z (Å)
C 0.313 2.681 -2.225  0.05
N 0.347 1.623 -1.438  0.00
C 1.002 0.429 -1.843  -0.38
C 0.424 -0.584 -2.485  0.05
C 2.541 0.332 -1.473  -0.03
H -0.181 3.510 -1.866  0.04
H 0.678 2.754 -3.300  0.11
H -0.590 -0.565 -2.694  0.03
H 0.865 -1.487 -2.846  0.06
H 3.009 1.132 -2.059  0.07
H 3.180 -0.509 -1.651  0.07
H 2.643 0.733 -0.500  0.05
O 0.691 0.366 2.360  -0.03
H 0.885 -0.470 2.059  -0.01
H -0.209 0.601 2.010  0.03
O -1.546 -4.798 0.309  -0.08
H -1.084 -4.324 -0.359  0.00
H -1.427 -4.262 1.140  0.05
O -1.629 0.857 0.353  -0.10
H -2.558 1.098 0.579  0.08
H -1.180 1.485 -0.250  0.02
O -0.330 1.143 5.001  -0.03
H -0.716 1.288 4.135  0.01
H 0.545 0.979 4.784  -0.02
O -1.898 -1.726 0.718  -0.10
H -1.629 -1.242 1.518  0.02
H -2.147 -1.042 0.024  0.05